(1)
A single C3H5IN2O molecule at a distorted geometry, computed with ωB97M-V/def2-TZVPD.

```
12
Properties=species:S:1:pos:R:3:forces:R:3:lowdin_charge:R:1
H 0.048059 0.284640 -1.894346 -0.23 -1.13 1.76 0.153
C -1.365591 -0.752531 -0.590994 -0.71 -2.29 0.38 -0.934
H 1.606814 0.624496 2.037376 -0.96 -0.15 -0.54 0.149
N 0.796157 0.179763 1.489391 1.49 -0.14 0.74 -0.219
H 0.469593 -1.365083 -1.072977 0.15 2.45 0.66 0.161
C 0.730987 0.664394 0.094525 0.71 1.93 -2.39 -0.237
I -2.797710 0.683877 -0.071831 -0.50 0.81 0.18 0.849
C 0.037687 -0.282154 -0.867173 0.15 -1.53 -2.38 -0.258
N 0.158740 -0.733882 1.961157 -0.10 0.49 -0.50 0.106
H 1.747160 0.866369 -0.427676 -1.03 -0.69 1.59 0.138
H 0.300461 1.737027 -0.009658 0.12 -1.83 0.72 0.123
O -1.732360 -1.906917 -0.647796 0.89 2.06 -0.23 -0.031
```
Positions in Å, forces in eV/Å.

Values from the calculation:
Relative energy (zero: lowest compared OMol25 entry of this formula, charge and spin)   46.1 kcal per mole
Frontier orbital gap   0.3325 Eh
DFT total energy   -16317.22959 eV

***

(2)
A molecular structure, C39H98N7O17V at a distorted geometry, computed with ωB97M-V/def2-TZVPD.

```
162
Properties=species:S:1:pos:R:3:forces:R:3:lowdin_charge:R:1
C 1.119224 -4.498754 1.223645 -1.19 0.49 -2.32 -0.265
C 5.711527 3.609464 -4.205613 -0.71 -0.41 -0.57 -0.096
C -1.182398 0.710792 4.734678 -1.15 0.89 -0.34 -0.186
O -2.755141 5.075752 1.023483 -0.73 0.04 0.92 -0.187
N -2.999068 1.499810 -6.794238 -0.40 0.05 -1.04 -0.057
H 4.261090 -4.971962 1.752000 -0.12 -0.34 -0.27 0.088
H -2.135281 5.364215 3.068214 0.36 -0.52 -0.69 0.080
H 5.531857 3.689652 -0.330748 0.15 0.35 -0.48 0.113
C -2.108524 0.290083 -3.035595 0.20 -0.01 -0.76 -0.073
O -1.183092 -1.172667 1.925064 2.65 -1.11 1.64 -0.083
C -1.182954 2.084970 2.750405 -0.19 0.02 1.30 -0.047
O -1.908819 1.257116 3.658589 -0.33 -0.51 -1.39 -0.247
H 0.279613 -6.030643 2.979116 -0.10 -0.38 0.27 0.094
C -4.137031 4.390068 -0.817719 0.12 -1.47 1.45 -0.209
O -2.641230 -0.240145 0.774787 -0.52 1.62 -2.86 -0.012
H 1.793275 -0.486211 -1.801752 -0.14 -0.08 0.41 0.110
H -0.450093 1.564525 2.133847 0.07 -0.20 0.19 0.069
C 3.801549 -5.250228 6.481233 -0.55 0.32 -0.12 -0.102
C 4.504499 1.595675 -3.994253 -1.27 0.37 -0.47 -0.250
H 2.834595 4.446285 0.537420 0.08 0.18 0.12 0.124
H -0.290719 -6.083571 0.807409 0.01 -0.19 -0.49 0.117
C -1.244472 -1.093256 -9.651110 1.46 0.92 1.91 -0.100
H -0.404362 -1.543235 -9.122118 0.03 -0.81 -0.54 0.085
H 0.997558 -3.472376 1.569847 0.48 0.17 0.76 0.112
H 2.194422 -2.981124 3.714980 0.33 -0.06 -0.01 0.100
C -2.748001 5.785580 2.271272 -0.03 1.04 -0.71 -0.096
H 0.138158 -2.044693 3.567252 -0.41 0.04 -0.57 0.046
H 1.431938 0.464829 2.488565 -0.20 0.45 0.19 0.054
H -0.961571 -3.121647 -2.859532 -0.09 0.26 -0.17 0.077
H -3.967850 1.528627 -0.873998 0.22 -0.11 -0.57 0.084
H 3.100647 0.226117 2.291125 0.67 0.64 -0.20 0.085
H 0.226874 -4.345232 -3.213554 0.09 -0.36 0.09 0.079
C 3.754651 0.823616 -2.939016 0.76 -0.33 -0.75 -0.225
C -1.733040 -7.130618 4.100319 0.58 0.27 -2.21 -0.180
C -2.918148 2.567093 -5.831857 -1.09 -0.12 0.50 -0.227
H -4.001604 1.304241 -4.389575 -0.40 0.09 -0.48 0.113
H -2.713720 -2.107662 5.494445 -0.59 -0.19 -0.35 0.095
H -0.311606 0.171218 4.362282 0.16 -0.29 0.25 0.109
O 2.255311 2.144511 1.603107 2.44 -1.03 -1.19 -0.159
C 1.952797 -4.100615 5.511206 -0.61 0.56 -0.25 -0.194
C -0.259964 -5.131301 1.336877 1.85 -0.42 0.23 -0.198
H -0.720454 2.776310 3.454846 0.71 0.64 -0.59 0.087
H -5.263245 1.404784 0.199110 -0.54 -0.36 -0.34 0.135
H 3.514776 -3.907660 0.538561 -0.52 -0.41 -0.44 0.085
H 0.069027 -1.238440 0.227627 0.58 -0.26 -0.29 0.095
C -1.797773 -6.092067 2.941952 0.82 -0.37 1.00 -0.161
C 2.433419 -1.075056 -2.458693 -0.92 -0.20 -2.00 -0.186
H 3.283898 -1.477045 -1.908049 -0.25 -0.31 0.12 0.121
H 4.010338 1.670916 0.414990 -0.82 -0.48 -0.64 0.104
C 6.059737 6.529941 -0.483681 0.62 -1.33 0.35 -0.199
C 3.560999 3.751848 0.115305 -0.91 -0.29 -0.12 -0.235
C -2.621546 1.963125 -8.146635 -0.42 0.18 1.26 -0.219
H -1.982364 3.120161 -5.912570 0.45 0.03 0.41 0.113
H -5.565329 2.868784 -2.533832 0.44 0.07 -0.09 0.102
O -1.428866 -0.001111 -8.732014 -1.04 0.06 -0.91 -0.209
H -0.716786 -0.688574 6.984422 0.12 -0.11 -0.07 0.062
H 6.387463 6.599739 -3.089410 -0.25 0.20 0.00 0.078
H 2.055721 -0.778130 4.515344 0.02 0.20 0.01 0.057
H -0.303631 -10.145857 4.153490 0.12 0.26 -0.46 0.079
H -4.916282 4.687779 -1.519322 -0.10 0.29 0.09 0.109
H 3.455479 -5.065815 7.498255 -0.11 0.10 0.22 0.080
H 0.760780 -1.786079 -3.773987 0.16 0.48 -0.17 0.113
O 3.345951 -4.221561 5.604103 1.18 -0.37 0.23 -0.191
H 4.330906 2.564230 1.724418 -0.24 0.66 0.67 0.115
H 4.447943 5.644088 -1.602911 -0.37 0.13 -0.21 0.115
H -1.864055 2.621332 2.089700 -0.21 -0.23 0.20 0.089
H 6.137843 4.419107 -3.613293 -0.09 -0.18 -0.03 0.065
C -2.208131 -0.147637 5.485599 2.24 -0.67 1.61 -0.373
H 3.089392 -1.600629 5.670885 0.12 -0.15 -0.15 0.077
H -2.076394 -1.796351 -9.691776 -0.18 0.24 -0.29 0.087
C -1.483780 -0.674191 0.809987 -4.24 -0.27 3.95 -0.854
H 1.957587 0.138733 0.932047 0.44 0.27 -0.57 0.074
H 6.312028 6.500107 0.576301 0.61 -0.08 0.02 0.118
H -0.893946 -4.430268 0.793996 -0.60 0.08 0.75 0.125
H -0.033098 -8.813889 5.280728 -0.19 -0.78 1.01 0.084
N -4.609417 3.293778 0.048766 -0.86 1.70 -1.29 -0.042
H 1.521687 -5.011333 5.095496 -0.11 -0.13 -0.48 0.112
C 1.630128 -2.845537 4.637638 -0.48 -0.75 0.59 -0.375
C -3.747869 5.528140 0.107198 -0.39 -0.05 -1.02 -0.238
C -8.128313 1.635664 -1.985010 -0.68 0.53 -0.20 -0.134
H 3.433207 -6.234803 6.193070 -0.16 -0.13 -0.24 0.080
H -0.893035 1.566074 5.345289 0.51 -0.01 0.47 0.125
C 3.555741 2.497524 0.961033 -0.02 -0.74 1.02 -0.188
O -0.649506 -0.736802 -0.164374 1.61 0.24 -2.41 0.141
H -1.310528 -1.897816 4.784532 0.58 0.17 0.02 0.023
H -0.849394 -0.703524 -10.589261 -0.51 -0.23 -0.40 0.082
C -4.899013 2.032249 -0.614350 1.14 0.46 1.76 -0.187
H -3.394707 2.758994 -3.677706 0.52 0.24 0.14 0.100
H 3.406215 -3.589176 2.240880 -0.32 0.24 0.10 0.066
C -1.764314 -0.392706 6.927320 0.38 0.47 0.63 -0.068
H -2.486386 0.687494 -2.093591 -0.09 0.39 -0.18 0.066
H -2.406617 0.743295 -6.483123 0.28 -0.08 -0.21 0.104
H -3.130248 0.426886 5.573416 -0.34 -0.58 -0.94 0.140
H 6.476357 3.049797 -4.744040 0.31 0.34 -0.33 0.091
H -5.697848 1.141396 -2.271359 -0.65 -0.24 -0.22 0.117
C 2.250280 0.711409 1.812094 -1.51 0.12 0.46 -0.114
H -0.679718 -4.298858 -1.658632 0.86 0.14 0.53 0.077
H 1.298970 -4.391198 0.153966 -0.13 0.30 -0.47 0.103
H 1.511006 -4.025363 6.504817 -0.12 0.37 0.34 0.122
H 7.636066 7.613348 -2.292752 -0.16 0.33 -0.13 0.083
C -3.166408 2.003499 -4.429506 1.11 -1.01 -0.17 -0.187
H 4.889709 -5.306105 6.511177 -0.05 0.37 -0.33 0.083
H 4.911871 3.949493 -4.863661 0.54 0.80 -0.80 0.094
N -2.230941 -1.488664 4.858942 -2.06 1.53 -0.46 0.021
O -7.143978 2.425853 -1.374704 -0.30 -0.62 0.04 -0.167
H 3.226306 3.532525 -0.898595 -0.48 -0.22 -0.20 0.106
H 5.973898 7.587076 -0.735052 -0.48 -0.04 -0.31 0.116
O -4.028963 -2.316542 2.760296 0.57 -0.89 -0.24 -0.563
H -3.711819 5.952204 2.752309 -0.54 -0.42 -0.44 0.083
H -1.733016 2.581777 -8.020646 0.61 -0.13 -0.66 0.114
C -0.159735 -3.711496 -2.415419 0.47 1.36 -0.69 -0.076
H -8.243646 1.868611 -3.043563 0.38 -0.13 -0.47 0.077
H -7.999918 0.560747 -1.857895 0.25 -0.08 0.11 0.089
H -9.103313 1.920059 -1.589316 0.08 -0.04 0.47 0.080
H 4.548637 0.322419 -2.385395 -0.24 0.26 0.88 0.125
H 2.062127 -2.992100 -3.594159 0.54 0.44 -0.51 0.117
H 5.221072 0.965920 -4.521539 0.37 0.03 0.04 0.129
C -0.744735 -9.242706 4.575192 0.99 0.76 0.00 -0.122
C 1.546903 -2.158396 -3.117102 -0.38 -1.14 2.48 -0.172
N -0.479398 -5.406995 2.744443 -2.07 0.03 0.04 -0.048
H -2.345549 -1.188913 7.392417 -0.13 -0.07 -0.11 0.073
O 7.119505 5.927603 -1.260519 -0.20 0.18 0.33 -0.190
H -3.694341 3.291070 -6.079823 -0.24 0.14 0.11 0.116
H 2.349852 0.047979 -4.246300 -0.35 0.08 0.36 0.116
H 8.066617 6.135779 -3.099606 0.07 -0.39 0.33 0.087
H -2.129889 -6.618476 2.047139 0.35 -0.38 -0.27 0.107
H -3.368803 2.630585 -8.575815 -0.43 0.19 0.40 0.117
H 3.145007 1.524461 -2.368715 0.17 0.08 0.51 0.121
H -1.692592 -9.560366 5.009656 -0.19 0.42 0.13 0.081
H -3.287161 4.046115 -1.407218 0.48 0.12 -0.30 0.107
H -4.688227 5.882038 0.529775 0.08 -0.17 0.91 0.120
H 4.094944 6.171844 0.107451 -0.45 0.44 -0.56 0.119
H -1.885759 0.476480 7.573746 0.02 0.24 -0.02 0.072
H -4.136502 3.330279 0.940462 0.02 -0.84 -0.25 0.102
C -5.827931 2.112633 -1.793992 0.15 0.08 0.47 -0.233
C 7.293889 6.596273 -2.484031 0.25 0.18 -0.10 -0.149
H -2.622019 -5.397516 3.104157 0.31 0.50 0.36 0.117
C 3.371938 -4.392088 1.504498 0.65 -0.27 1.24 -0.100
O -4.388310 0.242353 3.223837 -0.67 1.50 0.55 -0.520
H -1.376611 -6.679245 5.026226 0.02 -0.05 0.16 0.117
O 5.024497 2.727647 -3.390176 0.66 -0.35 2.37 -0.206
H -3.442316 6.357309 -0.530939 0.77 0.32 0.15 0.111
H -2.402314 1.178894 -10.133032 -0.06 0.09 -0.19 0.118
O 0.898661 -2.800500 -1.977687 -1.10 -0.88 -0.20 -0.243
H 3.753458 1.933346 -4.708396 -0.15 0.00 -0.70 0.122
H -2.389408 6.782970 2.016875 0.30 0.31 0.40 0.078
N 4.865313 4.349097 0.044682 0.79 0.92 0.64 -0.061
C 4.799450 5.692537 -0.572278 0.00 -0.51 0.48 -0.200
V -3.265035 -0.882472 2.974352 -0.24 -1.74 -0.65 0.707
N 2.981455 -0.239921 -3.512618 0.72 -0.37 -0.19 -0.083
H -1.110399 -0.097870 -2.832251 0.00 0.07 -0.07 0.068
H 1.452688 -1.191606 6.102118 -0.33 -0.35 -0.02 0.068
C -2.538316 0.834379 -9.107892 1.17 -0.90 0.49 -0.232
O -1.987481 1.203864 -4.146146 -0.35 0.68 0.82 -0.211
H -0.066274 -3.637511 3.889338 -0.51 -0.24 -0.53 0.048
H -3.443103 0.234448 -9.010137 -0.30 0.04 -0.24 0.124
O 2.217939 -5.208372 1.694166 0.83 0.36 0.46 -0.151
N 0.189107 -2.746887 4.291431 1.68 -0.38 0.93 0.062
O -0.818075 -8.176520 3.639459 -1.59 0.14 -0.01 -0.216
H -2.750137 -7.512534 4.188461 0.03 -0.30 0.40 0.115
C 2.072395 -1.553190 5.281563 0.51 0.47 0.02 -0.050
H -2.736069 -0.541033 -3.357351 -0.22 -0.17 0.16 0.089
```
Positions in Å, forces in eV/Å.

Values from the calculation:
Multiplicity   2
Frontier orbital gap (spin up / spin down)   0.1506 / 0.2214 Eh
DFT total energy   -112950.72490 eV
Total charge   -1
⟨S²⟩   0.76

***

(3)
A molecular structure, H3O2 at a distorted geometry, computed with ωB97M-V/def2-TZVPD.

```
5
Properties=species:S:1:pos:R:3:forces:R:3:lowdin_charge:R:1
H 0.905594 0.582814 1.438700 0.50 -0.74 1.91 -0.124
O -0.729019 -0.782977 -0.666201 -1.91 1.80 1.55 -0.363
O 0.640408 0.869066 0.600001 -1.10 0.40 -1.96 -0.356
H -0.053388 -1.310093 -0.998375 1.91 -1.33 -0.85 -0.128
H -0.147912 0.041212 0.093296 0.60 -0.13 -0.65 -0.028
```
Positions in Å, forces in eV/Å.

Values from the calculation:
Relative energy (zero: lowest compared OMol25 entry of this formula, charge and spin)   3.7 kcal per mole
Frontier orbital gap   0.3317 Eh
DFT total energy   -4143.66656 eV
Total charge   -1